A single C4H6IN3 molecule, computed with ωB97M-V with the def2-TZVPD basis set.

```
! wB97M-V def2-TZVPD RIJCOSX def2/J DEFGRID3
* xyz 0 1
C 0.00 -1.05 1.30
C -0.76 0.67 -0.07
C 0.35 0.39 -0.77
C -1.70 1.83 -0.44
N -0.96 -0.12 1.02
N 1.14 -0.90 0.65
N 1.98 -1.93 0.43
I 1.36 0.73 -2.48
H -0.17 -1.66 2.24
H -1.05 2.68 -0.20
H -1.91 1.62 -1.52
H -2.63 1.65 0.08
H 1.50 -2.45 -0.27
H 2.85 -1.45 0.03
*
```

- E (a.u.) = -617.8206
- frontier orbital gap (eV) = 8.00
- LUMO energy (eV) = 0.1
- energy relative to the best compared isomer or geometry (same formula, charge and spin) (eV) = 2.9977
- F_max (Eh/bohr) = 0.08308